(1)
{"formula": "C6H11O3Si", "method": "the ωB97M-V functional and the def2-TZVPD basis", "total_energy_ha": -750.42189, "total_charge": -1, "homo_ha": -0.175, "relative_energy_kcal_mol": 52.5, "lumo_ev": 3.53, "orbital_gap_ev": 8.30, "elements": ["C", "C", "C", "C", "C", "C", "O", "O", "O", "Si", "H", "H", "H", "H", "H", "H", "H", "H", "H", "H", "H"], "coordinates": [[-1.39, -0.25, -0.43], [-2.11, 0.07, 0.57], [-3.66, 0.24, -0.11], [-1.96, 0.24, 2.01], [3.16, -1.00, 0.28], [1.85, 0.71, -2.06], [-4.24, -0.83, -0.11], [-3.85, 1.36, -0.48], [0.40, -1.01, 0.08], [1.60, 0.01, -0.13], [-1.51, -0.74, -1.37], [-2.68, 0.84, 2.52], [-1.04, 0.65, 2.29], [-1.85, -0.72, 2.57], [3.10, -1.73, -0.48], [4.04, -0.36, 0.02], [3.07, -1.39, 1.28], [2.34, -0.01, -2.58], [0.99, 1.02, -2.48], [2.52, 1.63, -2.00], [1.21, 1.26, 0.62]]}

***

(2)
{"formula": "H26NO11", "method": "the ωB97M-V functional and the def2-TZVPD basis", "total_energy_ha": -897.62438, "total_charge": 1, "homo_ha": -0.504, "relative_energy_kcal_mol": 107.2, "lumo_ev": -3.16, "orbital_gap_ev": 10.56, "elements": ["N", "H", "H", "H", "H", "O", "H", "H", "O", "H", "H", "O", "H", "H", "O", "H", "H", "O", "H", "H", "O", "H", "H", "O", "H", "H", "O", "H", "H", "O", "H", "H", "O", "H", "H", "O", "H", "H"], "coordinates": [[-0.55, 0.42, 0.08], [-0.24, -0.20, 0.88], [-1.19, -0.34, -0.27], [0.25, 0.69, -0.33], [-1.06, 1.14, 0.38], [1.79, 3.34, -0.84], [2.04, 4.20, -0.98], [1.91, 3.12, 0.18], [-0.06, -2.29, 2.60], [-0.52, -1.32, 2.87], [-0.65, -2.57, 2.07], [0.58, 0.99, 2.51], [0.65, 1.91, 2.79], [0.65, 0.53, 3.40], [-0.76, 2.78, -1.40], [-1.09, 2.22, -2.06], [0.03, 3.19, -1.61], [-2.99, 0.77, -1.85], [-3.16, 1.07, -2.74], [-3.67, 0.01, -1.86], [-1.68, -3.81, 0.51], [-1.01, -3.29, -0.23], [-2.46, -3.73, 0.13], [3.03, 0.19, 1.42], [3.78, -0.25, 1.79], [2.15, 0.35, 1.84], [0.51, 0.71, -3.05], [0.23, -0.18, -3.17], [1.30, 0.53, -2.63], [-2.07, -0.30, 2.75], [-2.89, -0.89, 2.51], [-2.10, 0.10, 3.55], [-0.02, -2.45, -1.08], [-0.45, -2.39, -1.90], [0.80, -2.82, -0.94], [2.53, -0.52, -1.74], [3.20, -0.91, -2.44], [3.16, 0.00, -1.17]]}

***

(3)
{"formula": "C7H9N", "method": "the ωB97M-V functional and the def2-TZVPD basis", "total_energy_ha": -326.60640, "homo_ha": -0.334, "smiles": "C#C[C@H]1NC[C@@H]2C[C@H]21", "relative_energy_kcal_mol": 178.6, "lumo_ev": 0.98, "orbital_gap_ev": 10.05, "elements": ["C", "C", "C", "N", "C", "C", "C", "C", "H", "H", "H", "H", "H", "H", "H", "H", "H"], "coordinates": [[-2.97, 0.01, -0.40], [-1.89, 0.02, 0.17], [-0.59, -0.42, 0.71], [0.06, -1.62, 0.18], [1.43, -1.28, -0.33], [1.06, 0.24, -0.61], [0.91, 1.74, -0.18], [0.47, 0.66, 0.61], [-3.87, 0.51, -0.73], [-0.77, -0.35, 1.91], [-0.56, -1.95, -0.55], [1.67, -1.91, -1.18], [2.15, -1.34, 0.48], [0.07, 0.29, -1.26], [0.05, 2.22, -0.76], [1.58, 2.65, 0.46], [1.20, 0.51, 1.48]]}

***

(4)
{"formula": "C6H17ClN2O2P", "method": "the ωB97M-V functional and the def2-TZVPD basis", "total_energy_ha": -1300.02054, "total_charge": 1, "homo_ha": -0.487, "relative_energy_kcal_mol": 0.0, "lumo_ev": -3.42, "orbital_gap_ev": 9.83, "elements": ["C", "C", "C", "C", "C", "C", "N", "N", "O", "O", "P", "Cl", "H", "H", "H", "H", "H", "H", "H", "H", "H", "H", "H", "H", "H", "H", "H", "H", "H"], "coordinates": [[0.65, -1.63, 2.09], [1.97, 0.35, 1.20], [-0.02, -0.32, -2.36], [-1.89, -1.58, -1.22], [1.07, -0.83, 0.86], [-0.42, -1.16, -1.16], [-0.78, 1.47, 1.92], [-0.12, -0.43, 0.09], [-2.07, 1.38, -0.35], [0.83, 2.85, -0.94], [-0.98, 0.87, 0.43], [0.22, 4.18, -1.48], [1.53, -1.94, 2.64], [0.01, -1.04, 2.75], [0.10, -2.52, 1.80], [3.02, 0.06, 1.09], [1.85, 0.68, 2.23], [1.80, 1.18, 0.52], [-0.61, 0.59, -2.41], [1.04, -0.05, -2.31], [-0.18, -0.88, -3.28], [-2.54, -0.73, -1.40], [-2.18, -2.06, -0.29], [-2.02, -2.29, -2.03], [1.63, -1.50, 0.20], [0.19, -2.06, -1.14], [-1.25, 2.34, 2.11], [0.05, 1.29, 2.46], [-0.91, 3.78, -2.02]]}

***

(5)
{"formula": "C2HN2PS2", "method": "the ωB97M-V functional and the def2-TZVPD basis", "total_energy_ha": -1323.82058, "homo_ha": [-0.298, -0.301], "relative_energy_kcal_mol": 127.0, "lumo_ev": [-1.78, -1.82], "orbital_gap_ev": [6.31, 6.36], "elements": ["C", "C", "N", "N", "P", "S", "S", "H"], "coordinates": [[-0.45, 1.64, -0.43], [-0.43, 0.76, 0.39], [-0.35, -0.35, 1.11], [0.45, -1.37, 0.61], [-0.81, -0.40, 2.71], [1.11, -0.68, -2.29], [1.02, -1.76, -0.76], [-0.55, 2.16, -1.34]]}

***

(6)
{"formula": "C11H20Cl2IrO3", "method": "the ωB97M-V functional and the def2-TZVPD basis", "total_energy_ha": -1681.34358, "total_charge": -2, "spin_multiplicity": 6, "homo_ha": [0.069, -0.001], "relative_energy_kcal_mol": 11.9, "lumo_ev": [5.41, 5.30], "orbital_gap_ev": [3.52, 5.32], "s_squared": 8.787, "elements": ["C", "C", "C", "C", "C", "C", "C", "C", "C", "C", "Ir", "Cl", "Cl", "O", "H", "H", "H", "H", "H", "H", "H", "H", "H", "H", "H", "H", "H", "H", "H", "H", "O", "H", "C", "O", "H", "H", "H"], "coordinates": [[0.42, -1.12, -1.80], [1.24, 0.00, -2.17], [0.41, 1.17, -2.28], [2.72, -0.01, -2.17], [-0.93, 0.80, -2.03], [-0.96, -0.64, -1.71], [-2.17, -1.47, -1.84], [0.72, -2.56, -1.95], [0.93, 2.53, -2.52], [-2.09, 1.71, -2.09], [-0.06, -0.32, 0.26], [1.72, 1.30, 0.49], [1.78, -1.65, 1.01], [-1.90, 0.47, 0.57], [3.19, -1.00, -2.04], [3.12, 0.53, -1.32], [3.09, 0.58, -3.02], [1.80, 2.72, -1.88], [0.22, 3.32, -2.27], [1.24, 2.65, -3.56], [-1.82, 2.73, -1.78], [-2.89, 1.36, -1.43], [-2.47, 1.75, -3.13], [-3.05, -0.90, -1.51], [-2.08, -2.37, -1.25], [-2.27, -1.73, -2.90], [1.79, -2.74, -1.76], [0.51, -2.91, -2.97], [0.15, -3.13, -1.22], [-1.67, 1.25, 1.13], [-0.95, -1.96, 0.89], [-1.87, -1.64, 1.18], [0.47, 0.20, 3.22], [-0.02, 0.66, 2.01], [1.58, 0.11, 3.29], [-0.04, -0.74, 3.41], [0.13, 1.06, 3.85]]}

***

(7)
{"formula": "C5H14N2O", "method": "the ωB97M-V functional and the def2-TZVPD basis", "total_energy_ha": -383.60881, "homo_ha": -0.320, "smiles": "CCCC/N=C\\N.O", "relative_energy_kcal_mol": 57.7, "lumo_ev": 0.91, "orbital_gap_ev": 9.63, "elements": ["C", "C", "C", "C", "N", "C", "N", "H", "H", "H", "H", "H", "H", "H", "H", "H", "H", "H", "H", "O", "H", "H"], "coordinates": [[0.26, -1.89, -1.55], [1.16, -0.81, -0.86], [0.45, 0.33, -0.16], [-0.84, 0.94, -0.75], [-2.03, 0.92, 0.04], [-2.61, -0.01, 0.66], [-2.07, -1.26, 1.01], [0.42, -2.89, -1.13], [-0.79, -1.59, -1.39], [0.42, -1.78, -2.61], [1.78, -1.36, -0.12], [1.85, -0.47, -1.63], [1.09, 1.24, -0.10], [0.34, 0.13, 0.92], [-1.08, 0.55, -1.75], [-0.64, 1.99, -1.00], [-3.55, 0.29, 1.12], [-1.15, -1.41, 0.64], [-2.71, -2.00, 0.75], [3.31, 2.74, 2.42], [3.42, 3.66, 2.19], [2.98, 2.68, 3.31]]}

***

(8)
{"formula": "C4H11N2S", "method": "the ωB97M-V functional and the def2-TZVPD basis", "total_energy_ha": -666.38158, "total_charge": 1, "homo_ha": -0.477, "relative_energy_kcal_mol": 54.3, "lumo_ev": -3.37, "orbital_gap_ev": 9.62, "elements": ["C", "C", "C", "C", "N", "N", "S", "H", "H", "H", "H", "H", "H", "H", "H", "H", "H", "H"], "coordinates": [[0.48, -0.23, -0.20], [-1.74, 1.57, 0.54], [3.11, -0.04, -1.02], [-1.66, 0.47, -0.43], [0.62, -1.35, 0.43], [-2.27, -0.73, -0.36], [1.51, 0.79, -0.98], [-0.80, 1.80, 0.97], [-2.49, 1.06, 1.24], [-2.19, 2.50, 0.19], [3.11, -0.85, -1.68], [3.53, -0.35, -0.09], [3.86, 0.65, -1.38], [-1.23, 0.73, -1.39], [1.39, -1.95, 0.28], [-0.27, -1.75, 0.62], [-2.07, -1.42, -1.00], [-2.45, -1.12, 0.63]]}

***

(9)
{"formula": "C19H28AlIN3O3S", "method": "the ωB97M-V functional and the def2-TZVPD basis", "total_energy_ha": -2069.18887, "spin_multiplicity": 2, "homo_ha": [-0.254, -0.279], "relative_energy_kcal_mol": 3.7, "lumo_ev": [0.02, -0.79], "orbital_gap_ev": [6.94, 6.79], "s_squared": 0.754, "elements": ["Al", "O", "N", "C", "C", "C", "C", "C", "S", "H", "H", "H", "H", "C", "C", "C", "O", "H", "H", "H", "H", "H", "H", "H", "C", "N", "C", "C", "C", "C", "C", "C", "C", "C", "H", "H", "H", "H", "H", "H", "H", "H", "H", "H", "H", "H", "H", "N", "C", "O", "C", "I", "H", "H", "H", "H"], "coordinates": [[0.80, -0.26, -0.23], [0.33, -1.52, 0.97], [-0.87, -1.89, 1.45], [-1.61, -0.95, 2.08], [-2.84, -1.24, 2.59], [-3.30, -2.56, 2.47], [-2.52, -3.51, 1.88], [-1.23, -3.21, 1.35], [-0.21, -4.38, 0.68], [-1.15, 0.03, 2.16], [-3.40, -0.46, 3.09], [-4.27, -2.84, 2.86], [-2.84, -4.53, 1.79], [-0.52, -2.59, -2.68], [0.10, -1.23, -2.89], [-0.96, -0.16, -3.13], [0.94, -0.88, -1.82], [-1.12, -2.89, -3.54], [-1.16, -2.59, -1.79], [0.25, -3.35, -2.51], [0.74, -1.27, -3.79], [-1.66, -0.13, -2.28], [-1.54, -0.38, -4.03], [-0.51, 0.82, -3.23], [2.88, -2.80, 2.20], [3.70, -3.07, 0.98], [3.51, -4.47, 0.52], [3.43, -2.10, -0.15], [3.68, -0.68, 0.29], [4.98, -0.32, 0.63], [5.25, 0.94, 1.14], [4.20, 1.84, 1.29], [2.91, 1.49, 0.91], [2.61, 0.22, 0.40], [3.24, -3.44, 3.00], [1.84, -3.04, 1.95], [2.97, -1.75, 2.46], [4.68, -2.93, 1.24], [2.46, -4.59, 0.28], [3.79, -5.15, 1.33], [4.14, -4.65, -0.35], [2.40, -2.27, -0.47], [4.10, -2.40, -0.96], [5.80, -1.02, 0.49], [6.26, 1.22, 1.41], [4.39, 2.83, 1.70], [2.12, 2.21, 1.04], [-2.54, 1.60, -0.09], [-1.24, 1.98, 0.02], [-0.35, 1.06, -0.11], [-0.89, 3.30, 0.30], [-0.90, 2.90, 3.06], [-2.73, 0.62, 0.00], [-3.23, 2.23, 0.26], [-1.65, 4.07, 0.30], [0.14, 3.59, 0.23]]}

***

(10)
{"formula": "C22H26BCl3F2N7O4OsS3Si2", "method": "the ωB97M-V functional and the def2-TZVPD basis", "total_energy_ha": -5008.06455, "total_charge": -1, "homo_ha": -0.204, "relative_energy_kcal_mol": 3.8, "lumo_ev": 2.20, "orbital_gap_ev": 7.75, "elements": ["Os", "N", "C", "C", "C", "C", "C", "C", "S", "O", "O", "N", "C", "N", "C", "C", "C", "N", "H", "H", "H", "H", "H", "H", "H", "H", "H", "C", "Si", "C", "C", "H", "H", "H", "H", "H", "H", "H", "H", "H", "N", "C", "C", "C", "C", "C", "C", "S", "O", "O", "N", "C", "S", "C", "C", "N", "H", "H", "H", "H", "H", "H", "H", "H", "Cl", "Si", "Cl", "Cl", "F", "B", "F"], "coordinates": [[0.26, 0.17, -1.15], [-6.68, 3.45, 2.71], [-5.30, 3.30, 2.50], [-4.67, 2.09, 2.78], [-3.30, 1.96, 2.60], [-2.56, 3.03, 2.13], [-3.17, 4.25, 1.87], [-4.54, 4.38, 2.05], [-0.81, 2.85, 1.90], [-0.36, 1.93, 2.92], [-0.24, 4.17, 1.90], [-0.58, 2.09, 0.50], [-1.00, 2.64, -0.63], [-0.67, 1.91, -1.74], [-1.19, 2.25, -2.92], [-1.97, 3.38, -3.06], [-2.15, 4.14, -1.91], [-1.69, 3.79, -0.72], [-7.20, 2.59, 2.66], [-7.11, 4.17, 2.15], [-5.25, 1.25, 3.15], [-2.81, 1.03, 2.84], [-2.57, 5.08, 1.51], [-5.02, 5.33, 1.85], [-0.97, 1.60, -3.75], [-2.37, 3.67, -4.02], [-2.70, 5.07, -1.94], [2.48, 2.40, 0.62], [2.26, 0.57, 0.24], [3.96, -0.07, -0.25], [2.00, -0.29, 1.91], [3.40, 2.52, 1.21], [1.65, 2.79, 1.21], [2.59, 3.00, -0.28], [4.60, 0.06, 0.63], [4.41, 0.47, -1.09], [3.94, -1.14, -0.50], [2.92, -0.16, 2.49], [1.81, -1.36, 1.81], [1.19, 0.17, 2.49], [5.31, -4.72, 0.04], [3.98, -4.67, -0.38], [2.97, -5.24, 0.39], [1.65, -5.19, -0.04], [1.35, -4.58, -1.25], [2.35, -4.03, -2.04], [3.66, -4.08, -1.61], [-0.32, -4.37, -1.75], [-1.14, -5.13, -0.85], [-0.44, -4.57, -3.15], [-0.60, -2.77, -1.41], [-0.90, -2.43, -0.12], [-1.63, -3.42, 1.08], [-1.61, -2.08, 2.17], [-1.08, -1.00, 1.59], [-0.67, -1.20, 0.29], [5.43, -4.79, 1.04], [5.90, -4.00, -0.36], [3.21, -5.71, 1.33], [0.85, -5.61, 0.56], [2.10, -3.55, -2.97], [4.44, -3.63, -2.21], [-1.96, -2.18, 3.19], [-0.91, -0.03, 2.04], [2.92, 2.35, -2.89], [1.77, 0.57, -2.85], [1.03, 0.69, -4.85], [3.32, -0.82, -3.22], [0.25, -1.98, -3.53], [-0.31, -1.55, -2.38], [-1.53, -0.83, -2.56]]}

***

(11)
{"formula": "C5H30NO11", "method": "the ωB97M-V functional and the def2-TZVPD basis", "total_energy_ha": -1090.69196, "total_charge": 1, "homo_ha": -0.460, "relative_energy_kcal_mol": 7.4, "lumo_ev": -2.45, "orbital_gap_ev": 10.08, "elements": ["O", "C", "C", "C", "C", "C", "N", "H", "H", "H", "H", "H", "H", "H", "H", "H", "H", "H", "H", "O", "H", "H", "O", "H", "H", "O", "H", "H", "O", "H", "H", "O", "H", "H", "O", "H", "H", "O", "H", "H", "O", "H", "H", "O", "H", "H", "O"], "coordinates": [[-3.53, -0.78, 0.52], [-2.61, -1.15, 1.18], [-1.40, -1.78, 0.56], [-0.12, -1.24, 1.08], [0.12, 0.22, 0.78], [0.16, 1.22, 1.67], [0.36, 0.54, -0.65], [-2.69, -1.15, 2.29], [-1.43, -1.68, -0.55], [-1.43, -2.87, 0.68], [-0.08, -1.43, 2.18], [0.78, -1.79, 0.69], [0.31, 2.24, 1.44], [-0.02, 1.05, 2.70], [1.26, 1.16, -0.77], [-0.44, 1.08, -1.08], [0.50, -0.32, -1.23], [3.21, 1.18, 0.40], [3.45, 2.43, -0.63], [2.93, 1.62, -0.50], [-0.96, 1.89, -3.97], [-1.99, 1.25, -3.10], [-1.07, 1.35, -3.26], [-2.38, -0.66, -2.24], [-3.44, -0.33, -1.24], [-3.07, -0.02, -2.02], [3.21, -1.61, -0.62], [3.61, -2.83, 0.26], [3.62, -1.92, 0.22], [3.73, -0.49, 1.29], [2.92, 0.20, 2.31], [3.59, 0.36, 1.68], [3.02, 0.17, -1.52], [3.23, -0.78, -2.69], [2.67, -0.64, -1.93], [-3.22, 1.41, 2.23], [-2.25, 1.55, 0.96], [-2.36, 1.19, 1.93], [1.98, 0.07, 4.38], [2.12, -1.30, 3.86], [1.87, -0.40, 3.58], [-0.78, -1.99, -3.33], [-0.65, -0.44, -3.21], [-0.80, -1.27, -2.69], [-2.55, 1.36, -1.15], [-2.47, 2.83, -0.85], [-2.09, 2.04, -0.61]]}

***

(12)
{"formula": "C16H13N3O3", "method": "the ωB97M-V functional and the def2-TZVPD basis", "total_energy_ha": -1007.57679, "homo_ha": -0.328, "smiles": "Cc1ccnc(NC(=O)CN2C(=O)c3ccccc3C2=O)c1", "relative_energy_kcal_mol": 0.0, "lumo_ev": -0.44, "orbital_gap_ev": 8.49, "elements": ["C", "C", "C", "C", "N", "C", "N", "C", "O", "C", "N", "C", "O", "C", "C", "C", "C", "C", "C", "C", "O", "C", "H", "H", "H", "H", "H", "H", "H", "H", "H", "H", "H", "H", "H"], "coordinates": [[-0.01, 3.73, -2.29], [-0.06, 2.25, -2.08], [1.08, 1.47, -2.26], [0.99, 0.10, -2.05], [-0.12, -0.50, -1.66], [-1.21, 0.23, -1.47], [-2.37, -0.40, -1.07], [-2.58, -1.56, -0.38], [-3.70, -1.97, -0.20], [-1.37, -2.32, 0.15], [-0.37, -1.47, 0.77], [0.99, -1.70, 0.58], [1.46, -2.66, 0.04], [1.67, -0.53, 1.20], [3.00, -0.21, 1.29], [3.34, 0.99, 1.91], [2.36, 1.83, 2.41], [1.01, 1.51, 2.32], [0.68, 0.32, 1.71], [-0.64, -0.28, 1.42], [-1.74, 0.15, 1.67], [-1.22, 1.61, -1.69], [0.46, 3.96, -3.24], [-1.00, 4.16, -2.27], [0.59, 4.19, -1.50], [2.02, 1.91, -2.56], [1.84, -0.55, -2.18], [-3.23, 0.12, -1.22], [-0.87, -2.83, -0.68], [-1.74, -3.06, 0.86], [3.76, -0.87, 0.90], [4.38, 1.27, 2.00], [2.66, 2.76, 2.89], [0.25, 2.16, 2.71], [-2.14, 2.17, -1.54]]}

***

(13)
{"formula": "C17H15N4O8S", "method": "the ωB97M-V functional and the def2-TZVPD basis", "total_energy_ha": -1875.69095, "total_charge": -1, "homo_ha": -0.130, "lumo_ev": 1.30, "orbital_gap_ev": 4.84, "elements": ["C", "C", "N", "O", "O", "H", "H", "H", "H", "C", "C", "C", "C", "C", "S", "O", "O", "N", "C", "C", "C", "N", "O", "O", "C", "C", "C", "C", "N", "O", "O", "C", "C", "C", "H", "H", "H", "H", "H", "H", "H", "H", "H", "H", "H"], "coordinates": [[0.12, -1.91, 0.94], [-0.95, -0.93, 0.91], [-1.21, -0.35, -0.29], [-2.14, 0.49, -0.46], [-0.45, -0.71, -1.23], [0.17, -2.37, 1.93], [-0.10, -2.69, 0.19], [1.10, -1.48, 0.70], [-1.32, -0.48, 1.84], [-2.98, 5.47, 4.72], [-3.17, 4.00, 4.50], [-4.03, 3.27, 5.33], [-4.19, 1.89, 5.16], [-3.53, 1.25, 4.10], [-3.76, -0.49, 3.85], [-2.50, -1.18, 3.77], [-4.84, -0.96, 4.67], [-4.26, -0.53, 2.20], [-5.46, 0.03, 1.73], [-6.44, 0.72, 2.42], [-7.56, 1.14, 1.69], [-8.49, 2.03, 2.32], [-9.47, 2.45, 1.67], [-8.28, 2.36, 3.51], [-7.72, 0.78, 0.32], [-6.71, 0.09, -0.36], [-5.58, -0.31, 0.36], [-4.41, -1.12, 0.05], [-4.10, -1.71, -1.17], [-4.83, -1.50, -2.17], [-3.07, -2.43, -1.21], [-3.61, -1.20, 1.19], [-2.66, 1.97, 3.27], [-2.50, 3.34, 3.47], [-2.28, 5.87, 3.99], [-3.93, 6.01, 4.62], [-2.59, 5.67, 5.72], [-4.57, 3.78, 6.13], [-4.85, 1.32, 5.81], [-6.36, 0.94, 3.48], [-8.63, 1.09, -0.17], [-6.79, -0.14, -1.42], [-2.80, -1.89, 1.36], [-2.12, 1.47, 2.47], [-1.84, 3.90, 2.81]]}